[1]
C6H11N2O3S | ωB97M-V with the def2-TZVPD basis set

Summary:
Relative energy (zero: lowest compared OMol25 entry of this formula, charge and spin) ... 63.8 kcal/mol
Net charge ... +1
LUMO energy ... -0.136 hartree
Maximum force ... 4.5 eV/A
Structure (SMILES) ... [NH2+]=C1CS(=O)(=O)[C@H]2COC[C@H]2N1
Total energy ... -968.31973 hartree
HOMO ... -14.367 eV

Each line ends with the Löwdin charge.
Geometry (Å):
N  2.418  1.441  -0.105  0.24
C  1.402  0.745  -0.473  -0.42
C  1.629  -0.577  -1.169  -0.04
S  0.903  -1.565  0.335  0.73
O  1.174  -2.951  0.177  -0.25
O  1.277  -0.940  1.554  -0.26
C  -0.843  -1.102  0.085  -0.19
C  -1.495  -0.686  1.446  -0.19
O  -1.774  0.663  1.419  -0.08
C  -2.103  0.959  0.065  -0.14
C  -0.958  0.303  -0.747  -0.21
N  0.168  1.114  -0.433  0.12
H  3.394  1.315  -0.503  0.19
H  2.173  2.392  0.255  0.17
H  1.356  -0.791  -2.194  0.13
H  2.649  -0.890  -1.317  0.11
H  -1.559  -1.875  -0.270  0.15
H  -2.314  -1.328  1.661  0.13
H  -0.759  -0.748  2.234  0.12
H  -2.132  1.998  -0.170  0.13
H  -3.132  0.578  -0.278  0.17
H  -1.284  0.183  -1.859  0.20
H  -0.192  1.760  0.291  0.19

[2]
C6H11N2OS | ωB97M-V with the def2-TZVPD basis set

Summary:
Relative energy (zero: lowest compared OMol25 entry of this formula, charge and spin) ... 53.3 kcal/mol
Net charge ... +1
LUMO energy ... -0.191 hartree
Maximum force ... 4.7 eV/A
Total energy ... -817.82989 hartree
HOMO ... -13.569 eV

Each line ends with the Löwdin charge.
Geometry (Å):
C  0.418  1.592  -1.449  -0.01
C  -0.479  1.380  -0.140  -0.39
O  -0.452  2.317  0.705  0.06
N  -1.349  0.221  0.126  -0.13
C  -2.048  -0.278  -1.095  -0.09
C  -0.674  -0.846  0.895  -0.48
C  0.566  -0.397  1.823  -0.15
N  1.862  -0.532  1.099  0.00
C  1.882  -1.466  0.135  -0.21
S  0.197  -2.236  0.018  1.00
H  1.082  2.520  -1.291  0.11
H  -0.265  1.870  -2.334  0.10
H  1.090  0.699  -1.686  0.07
H  -2.970  -0.886  -0.790  0.12
H  -2.467  0.656  -1.629  0.12
H  -1.380  -0.797  -1.858  0.08
H  -1.478  -1.372  1.523  0.15
H  0.402  0.492  2.510  0.16
H  0.613  -1.282  2.569  0.15
H  2.654  0.080  1.370  0.19
H  2.797  -1.733  -0.502  0.15

[3]
C6H11N3 | ωB97M-V with the def2-TZVPD basis set

Summary:
Relative energy (zero: lowest compared OMol25 entry of this formula, charge and spin) ... 84.8 kcal/mol
Net charge ... 0
LUMO energy ... 0.034 hartree
Maximum force ... 0.6 eV/A
Total energy ... -399.36015 hartree
HOMO ... -6.832 eV

Each line ends with the Löwdin charge.
Geometry (Å):
C  1.964  0.462  0.367  -0.04
C  1.162  -1.406  1.985  -0.03
C  -1.424  0.409  -0.556  -0.42
C  0.868  -0.408  0.903  -0.34
N  -1.907  1.681  -0.401  0.12
C  -1.641  -0.624  0.472  -0.08
C  -0.963  0.055  -1.926  -0.19
N  -0.336  -0.294  0.458  0.00
N  -1.086  0.862  -2.899  0.10
H  -2.268  1.927  0.504  0.09
H  -1.548  2.412  -0.995  0.08
H  -0.750  0.451  -3.770  0.05
H  -2.027  -1.631  0.372  0.07
H  -0.542  -0.953  -2.003  0.12
H  0.244  -1.699  2.499  0.08
H  1.578  1.164  -0.373  0.07
H  2.445  1.031  1.171  0.08
H  2.750  -0.135  -0.109  0.08
H  1.625  -2.314  1.581  0.08
H  1.857  -0.990  2.720  0.08

[4]
C6H11N3O | ωB97M-V with the def2-TZVPD basis set

Summary:
Relative energy (zero: lowest compared OMol25 entry of this formula, charge and spin) ... 4.4 kcal/mol
Net charge ... 0
LUMO energy ... 0.031 hartree
Maximum force ... 0.8 eV/A
Structure (SMILES) ... Cc1c[nH]cn1.CC(N)=O
Total energy ... -474.75919 hartree
HOMO ... -8.652 eV

Each line ends with the Löwdin charge.
Geometry (Å):
C  1.271  1.923  1.381  -0.05
C  1.481  0.863  0.347  -0.38
C  1.487  0.995  -1.006  -0.11
N  1.872  -0.215  -1.508  0.05
C  2.083  -1.035  -0.455  -0.20
N  1.860  -0.418  0.674  0.09
H  2.226  2.394  1.598  0.07
H  0.904  1.519  2.324  0.07
H  0.549  2.653  1.027  0.07
H  1.264  1.867  -1.597  0.12
H  1.921  -0.439  -2.487  0.15
H  2.322  -2.084  -0.510  0.12
C  -2.017  -0.006  -0.646  0.00
C  -2.060  -1.447  -0.200  -0.61
N  -2.392  -1.663  1.096  0.16
O  -1.798  -2.350  -0.973  0.03
H  -2.766  0.128  -1.418  0.08
H  -0.996  0.118  -1.010  0.06
H  -2.220  0.718  0.150  0.08
H  -2.455  -2.599  1.458  0.11
H  -2.536  -0.921  1.755  0.09

[5]
C6H11N3O | ωB97M-V with the def2-TZVPD basis set

Summary:
Relative energy (zero: lowest compared OMol25 entry of this formula, charge and spin) ... 91.8 kcal/mol
Net charge ... 0
LUMO energy (alpha / beta) ... -0.020 / -0.020 hartree
Maximum force ... 3.7 eV/A
Total energy ... -474.61979 hartree
HOMO (alpha / beta) ... -8.940 / -8.944 eV

Each line ends with the Löwdin charge.
Geometry (Å):
C  -1.469  0.699  2.207  -0.14
C  -0.421  -0.329  2.583  -0.48
C  -0.818  0.304  -1.911  -0.05
C  0.936  1.141  -0.311  -0.05
C  1.127  -1.163  -1.301  -0.04
C  0.153  -0.081  -0.796  -0.65
N  -1.815  0.831  1.033  0.24
N  -0.041  -0.931  1.436  0.04
N  -0.651  -0.696  0.244  0.05
O  -0.011  -0.571  3.692  0.07
H  -1.874  1.268  3.033  0.13
H  -0.275  0.725  -2.753  0.08
H  -1.368  -0.572  -2.242  0.08
H  -1.527  1.035  -1.537  0.07
H  1.558  0.892  0.547  0.08
H  0.241  1.925  -0.019  0.07
H  1.576  1.519  -1.105  0.08
H  1.888  -1.381  -0.554  0.07
H  0.584  -2.077  -1.532  0.08
H  1.620  -0.813  -2.204  0.09
H  0.587  -1.725  1.491  0.17

[6]
C6H11N3O | ωB97M-V with the def2-TZVPD basis set

Summary:
Relative energy (zero: lowest compared OMol25 entry of this formula, charge and spin) ... 31.5 kcal/mol
Net charge ... +1
LUMO energy (alpha / beta) ... -0.156 / -0.318 hartree
Maximum force ... 6.3 eV/A
Spin multiplicity ... 2
Total energy ... -474.41030 hartree
HOMO (alpha / beta) ... -12.521 / -12.513 eV

Each line ends with the Löwdin charge.
Geometry (Å):
C  -2.059  1.596  -1.475  0.02
C  -0.756  -1.598  -0.240  0.01
C  -1.876  0.270  -0.756  -0.20
C  -2.289  -0.132  0.500  0.09
N  -0.963  -0.670  -1.219  0.13
N  -1.638  -1.274  0.748  0.13
H  -0.092  -2.385  -0.293  0.14
H  -1.657  -1.713  1.651  0.18
H  -2.928  0.433  1.152  0.17
H  -2.900  2.212  -1.102  0.10
H  -2.189  1.406  -2.571  0.12
H  -1.073  2.116  -1.366  0.12
C  2.154  -0.313  1.608  -0.01
C  2.842  -0.003  0.267  -0.58
O  4.040  -0.116  0.140  0.07
N  2.069  0.516  -0.726  0.15
H  2.425  -1.298  1.993  0.08
H  1.077  -0.371  1.489  0.02
H  2.360  0.831  -1.625  0.11
H  1.081  0.196  -0.680  0.05
H  2.372  0.298  2.507  0.10

[7]
C6H11N3O | ωB97M-V with the def2-TZVPD basis set

Summary:
Relative energy (zero: lowest compared OMol25 entry of this formula, charge and spin) ... 27.8 kcal/mol
Net charge ... +2
LUMO energy (alpha / beta) ... -0.292 / -0.439 hartree
Maximum force ... 5.9 eV/A
Spin multiplicity ... 3
Total energy ... -473.89252 hartree
HOMO (alpha / beta) ... -15.205 / -20.527 eV

Each line ends with the Löwdin charge.
Geometry (Å):
C  -0.021  1.178  0.760  -0.10
C  0.414  -0.335  0.694  -0.15
C  1.700  0.996  -0.710  0.04
C  -1.704  -0.131  -0.137  -0.30
C  -3.033  -0.546  -0.560  0.09
C  2.497  -1.569  -0.113  0.09
N  0.886  1.844  -0.168  0.08
N  -1.434  1.097  0.268  0.23
N  1.572  -0.502  0.032  0.10
O  -0.752  -0.980  0.005  0.18
H  0.203  1.733  1.667  0.19
H  0.524  -0.811  1.787  0.25
H  2.447  1.031  -1.384  0.10
H  -3.803  0.160  -0.269  0.12
H  -3.239  -0.900  -1.566  0.14
H  -3.211  -1.502  -0.088  0.13
H  2.894  -1.569  -1.107  0.14
H  3.166  -1.284  0.627  0.13
H  1.969  -2.454  -0.019  0.11
H  1.120  2.854  -0.358  0.23
H  -2.194  1.690  0.637  0.21

[8]
C6H11N3O2 | ωB97M-V with the def2-TZVPD basis set

Summary:
Relative energy (zero: lowest compared OMol25 entry of this formula, charge and spin) ... 82.2 kcal/mol
Net charge ... 0
LUMO energy ... 0.017 hartree
Maximum force ... 4.7 eV/A
Total energy ... -549.81582 hartree
HOMO ... -6.746 eV

Each line ends with the Löwdin charge.
Geometry (Å):
C  1.824  0.338  0.882  -0.06
C  1.015  0.265  1.885  0.00
C  -0.182  0.206  -0.012  -0.19
C  -1.186  0.128  -1.144  0.04
C  1.692  0.174  -1.566  -0.01
C  -1.443  -0.176  2.122  0.03
N  1.158  0.249  -0.301  -0.06
N  -0.284  0.131  1.304  -0.04
N  0.111  -2.562  -0.397  -0.34
O  -0.342  -2.580  -1.597  -0.22
O  1.253  -2.996  -0.116  -0.17
H  2.917  0.259  0.874  0.15
H  1.136  0.006  2.921  0.13
H  -2.122  0.444  -0.845  0.06
H  -1.296  -0.834  -1.573  0.06
H  -0.887  0.765  -1.886  0.06
H  1.350  -0.768  -2.064  0.12
H  1.403  0.942  -2.167  0.07
H  2.708  0.224  -1.422  0.08
H  -1.163  -0.915  2.771  0.07
H  -1.754  0.637  2.741  0.09
H  -2.164  -0.563  1.389  0.11

[9]
C6H11N3OPS2 | ωB97M-V with the def2-TZVPD basis set

Summary:
Relative energy (zero: lowest compared OMol25 entry of this formula, charge and spin) ... 67.7 kcal/mol
Net charge ... +1
LUMO energy ... -0.146 hartree
Maximum force ... 4.9 eV/A
Total energy ... -1612.20650 hartree
HOMO ... -11.490 eV

Each line ends with the Löwdin charge.
Geometry (Å):
C  -1.816  -1.503  -1.435  -0.09
C  -0.719  -3.102  -2.640  -0.35
C  -1.932  -2.663  -2.261  -0.43
C  -0.544  -1.014  -1.251  -0.56
C  -0.817  0.827  0.228  -0.25
C  -3.238  -3.359  -2.387  -0.05
N  4.026  3.609  3.820  0.13
N  -0.133  0.073  -0.553  0.05
N  -0.404  1.899  0.782  -0.08
O  1.281  3.959  1.068  -0.34
P  0.988  2.565  1.379  0.41
S  2.050  1.477  2.761  0.38
S  0.547  -2.028  -2.123  1.05
H  -2.766  -1.077  -1.115  0.12
H  -0.389  -3.908  -3.418  0.13
H  -1.904  0.548  0.215  0.17
H  -3.481  -3.821  -1.428  0.09
H  -3.852  -2.425  -2.782  0.13
H  -3.293  -4.210  -3.141  0.10
H  3.297  2.581  3.193  -0.03
H  3.325  4.046  4.387  0.09
H  0.902  0.139  -0.544  0.17
H  4.085  4.082  2.918  0.10
H  4.788  3.306  4.330  0.07

[10]
C6H11N3OS | ωB97M-V with the def2-TZVPD basis set

Summary:
Relative energy (zero: lowest compared OMol25 entry of this formula, charge and spin) ... 50.6 kcal/mol
Net charge ... 0
LUMO energy ... 0.029 hartree
Maximum force ... 4.9 eV/A
Structure (SMILES) ... CCC[C@@](O)(S)c1cn[nH]n1
Total energy ... -872.84400 hartree
HOMO ... -8.997 eV

Each line ends with the Löwdin charge.
Geometry (Å):
C  -2.877  0.589  -0.238  -0.09
C  -1.498  0.250  0.395  -0.22
C  -0.849  -0.937  -0.372  -0.20
C  0.619  -0.993  0.038  -0.71
O  0.576  -1.415  1.530  -0.13
S  1.463  -2.404  -0.718  0.83
C  1.566  0.158  0.045  -0.33
C  2.393  0.756  1.018  -0.08
N  2.943  1.765  0.462  0.07
N  2.444  1.853  -0.754  -0.05
N  1.653  0.840  -1.084  0.13
H  -3.716  0.049  0.136  0.06
H  -3.051  1.596  0.063  0.06
H  -2.787  0.520  -1.281  0.05
H  -0.898  1.223  0.340  0.13
H  -1.573  0.036  1.485  0.11
H  -0.901  -0.854  -1.411  0.09
H  -1.459  -1.761  -0.045  0.12
H  -0.235  -1.717  1.906  0.06
H  0.920  -2.233  -1.939  -0.12
H  2.454  0.355  1.964  0.09
H  2.814  2.324  -1.536  0.14